Record 1
A cluster of 2 separate species, C13H12F13N3O4S in total, computed with ωB97M-V/def2-TZVPD.

Positions of all 46 atoms, in Å:
1 C 1.261 0.188 3.319
2 C 1.926 1.199 2.555
3 C 0.999 2.140 1.675
4 C 0.526 1.596 0.314
5 N 0.921 0.287 -0.176
6 N -0.313 2.657 -0.261
7 S -1.155 2.580 -1.804
8 O -0.092 2.396 -2.842
9 O -1.826 3.936 -1.939
10 C -2.400 1.193 -1.717
11 F -2.295 0.491 -2.966
12 F -2.163 0.239 -0.697
13 C -3.933 1.657 -1.595
14 F -4.721 0.470 -1.795
15 F -4.283 2.506 -2.700
16 C -4.317 2.395 -0.222
17 F -4.803 3.707 -0.545
18 F -3.214 2.600 0.660
19 C -5.474 1.687 0.634
20 F -5.730 2.559 1.748
21 F -4.960 0.496 1.191
22 F -6.702 1.545 -0.033
23 C -0.307 3.770 0.687
24 N 0.464 3.479 1.892
25 F 0.661 4.234 2.972
26 H 1.851 -0.522 4.002
27 H 0.140 0.010 3.233
28 H 3.061 1.290 2.544
29 H 0.178 -0.419 -0.082
30 H 1.329 0.316 -1.122
31 H -0.850 4.769 0.520
32 C 4.000 -5.092 -1.050
33 C 4.382 -4.147 0.075
34 O 3.951 -2.811 -0.128
35 C 2.567 -2.464 0.160
36 O 2.216 -2.854 1.368
37 C 1.561 -2.924 -0.961
38 F 2.113 -2.798 -2.199
39 F 0.448 -2.133 -0.979
40 F 1.127 -4.194 -0.866
41 H 4.115 -4.614 -2.026
42 H 4.623 -5.991 -1.019
43 H 2.966 -5.422 -0.957
44 H 5.476 -4.093 0.098
45 H 4.081 -4.541 1.050
46 H 2.598 -1.374 -0.015

Computed properties:
Net charge: 0
Frontier orbital gap in eV: 3.4
Molecular weight in g mol⁻¹: 553.297
E_HOMO in eV: -6.2

Record 2
The ion C8H12N4O3 with charge +2, computed with ωB97M-V/def2-TZVPD.

Positions of all 27 atoms, in Å:
1 C 1.663 -0.315 -0.051
2 C 1.067 1.399 0.155
3 C 0.619 -1.234 -0.007
4 C -1.199 0.392 -0.018
5 C -1.531 -2.034 -0.041
6 C -0.585 -3.174 0.162
7 C -2.642 0.631 -0.101
8 C 1.446 3.791 0.129
9 N -0.723 -0.824 -0.077
10 N -0.297 1.435 0.018
11 N 0.692 -2.558 0.018
12 N 3.030 -0.701 -0.029
13 O 3.872 0.153 -0.092
14 O 3.156 -1.890 0.162
15 O 1.799 2.379 0.114
16 H -1.983 -1.973 -1.072
17 H -2.248 -1.887 0.721
18 H -0.840 -3.597 1.177
19 H -1.028 -4.087 -0.471
20 H -3.301 -0.043 0.356
21 H -3.086 0.460 -1.127
22 H -2.933 1.758 0.118
23 H 0.510 4.200 0.383
24 H 1.530 4.039 -0.951
25 H 2.155 4.337 0.812
26 H -0.718 2.353 -0.202
27 H 1.574 -3.010 -0.088

Computed properties:
Net charge: +2
SMILES string: COC1=C([N+](=O)[O-])C2=[NH+]CCN2C(C)=[NH+]1
Frontier orbital gap in eV: 8.0
ΔE to the lowest compared entry with this formula, charge and spin in kcal per mole: 49.82
Molecular weight in g mol⁻¹: 212.209
E_HOMO in eV: -17.1

Record 3
The ion C8H14ClN2S with charge +1, computed with ωB97M-V/def2-TZVPD.

Positions of all 26 atoms, in Å:
1 C 0.919 1.487 -0.553
2 C -1.709 -1.878 0.523
3 C -1.219 -1.721 -0.890
4 C -1.720 -0.593 1.315
5 C 0.079 -0.919 -0.987
6 C -0.509 0.307 1.231
7 C -0.201 0.499 -0.321
8 C 3.316 1.074 0.410
9 N 2.015 1.180 0.173
10 N 0.642 2.313 -1.546
11 S 0.871 3.748 -2.584
12 Cl 3.941 0.344 1.792
13 H -2.754 -2.320 0.635
14 H -1.072 -2.694 0.986
15 H -0.997 -2.640 -1.432
16 H -2.078 -1.253 -1.435
17 H -2.526 0.010 0.866
18 H -2.023 -0.843 2.327
19 H 0.928 -1.299 -0.360
20 H 0.369 -0.757 -1.941
21 H -0.743 1.306 1.669
22 H 0.358 -0.195 1.790
23 H -1.202 0.741 -0.705
24 H 4.121 1.524 -0.264
25 H 1.511 0.622 1.048
26 H -0.316 1.957 -1.748

Computed properties:
Net charge: +1
SMILES string: [S-]/[NH+]=C(\[NH+]=C\Cl)C1CCCCC1
Frontier orbital gap (spin up / spin down) in eV: 7.8 / 5.8
ΔE to the lowest compared entry with this formula, charge and spin in kcal per mole: 70.38
Molecular weight in g mol⁻¹: 205.734
E_HOMO (spin up / spin down) in eV: -13.1 / -11.9

Record 4
The ion C12H19N3O2P with charge +1, computed with ωB97M-V/def2-TZVPD.

Positions of all 37 atoms, in Å:
1 C 2.508 3.503 0.566
2 C 2.200 2.102 0.118
3 C 2.424 0.993 0.937
4 C 2.118 -0.303 0.526
5 C 1.564 -0.531 -0.734
6 C 1.164 -1.900 -1.240
7 C 0.029 -2.605 -0.490
8 N 0.134 -2.433 0.980
9 C -0.566 -1.388 1.481
10 N -0.628 -1.238 2.816
11 N -1.169 -0.465 0.677
12 C -1.536 -0.909 -0.696
13 P -3.408 -0.725 -0.948
14 C -3.471 1.049 -1.384
15 O -3.985 -0.778 0.585
16 O -1.262 -2.257 -0.909
17 C 1.378 0.579 -1.566
18 C 1.685 1.874 -1.157
19 H 1.781 4.185 0.137
20 H 3.508 3.813 0.287
21 H 2.388 3.582 1.643
22 H 2.840 1.172 1.918
23 H 2.303 -1.138 1.182
24 H 2.035 -2.553 -1.201
25 H 0.882 -1.856 -2.286
26 H 0.125 -3.670 -0.667
27 H -0.225 -3.288 1.411
28 H -0.818 -2.012 3.426
29 H -0.461 -0.322 3.199
30 H -0.561 0.358 0.620
31 H -1.057 -0.262 -1.431
32 H -4.486 1.405 -1.247
33 H -3.149 1.176 -2.412
34 H -2.811 1.656 -0.759
35 H -3.953 0.078 1.030
36 H 0.982 0.428 -2.561
37 H 1.498 2.680 -1.849

Computed properties:
Net charge: +1
SMILES string: Cc1ccc(C[C@H]2NC(N)=[NH+][C@H](P(C)O)O2)cc1
Frontier orbital gap in eV: 8.0
Molecular weight in g mol⁻¹: 268.277
E_HOMO in eV: -11.9

Record 5
A cluster of 2 separate species, C4H8ClN in total, computed with ωB97M-V/def2-TZVPD.

Positions of all 14 atoms, in Å:
1 C -3.230 -1.906 -0.063
2 C -0.141 -0.546 -0.092
3 C 0.799 1.805 -0.034
4 C -0.199 0.970 -0.116
5 N -3.707 -0.910 0.444
6 Cl -5.200 0.166 -0.101
7 H -3.978 -2.454 -0.792
8 H -1.133 -0.980 -0.506
9 H -0.067 -0.933 1.017
10 H 0.662 -0.946 -0.619
11 H 0.407 2.797 -0.066
12 H -3.207 -0.301 1.190
13 H 1.948 1.692 -0.134
14 H -1.244 1.408 0.031

Computed properties:
Net charge: 0
Frontier orbital gap in eV: 8.8
ΔE to the lowest compared entry with this formula, charge and spin in kcal per mole: 99.45
Molecular weight in g mol⁻¹: 105.568
E_HOMO in eV: -9.3

Record 6
A structure of composition C41H39GeI2N7O2RuS, computed with ωB97M-V/def2-TZVPD.

Positions of all 94 atoms, in Å:
1 Ru 0.019 -0.234 0.713
2 C -2.308 1.540 3.679
3 C -2.551 2.268 2.386
4 N -3.692 2.941 2.295
5 C -4.009 3.525 1.132
6 C -3.235 3.447 0.000
7 C -3.754 4.055 -1.283
8 O -3.700 3.157 -2.390
9 C -2.024 2.745 0.087
10 C -1.263 2.546 -1.160
11 N -0.666 1.463 -1.441
12 C -0.315 1.229 -2.785
13 C -1.029 1.735 -3.874
14 C -0.670 1.388 -5.169
15 C 0.391 0.522 -5.409
16 C 1.086 -0.019 -4.338
17 C 0.703 0.339 -3.059
18 I 1.738 -0.452 -1.464
19 C -1.643 2.183 1.300
20 O -0.446 1.571 1.449
21 H -3.271 1.313 4.131
22 H -1.746 2.162 4.376
23 H -1.752 0.616 3.525
24 H -4.962 4.044 1.101
25 H -3.170 4.933 -1.563
26 H -4.777 4.392 -1.112
27 H -4.386 2.485 -2.257
28 H -1.328 3.340 -1.905
29 H -1.890 2.370 -3.688
30 H -1.240 1.787 -5.999
31 H 0.670 0.255 -6.421
32 H 1.907 -0.709 -4.499
33 N -1.992 -0.414 0.140
34 C -3.131 -0.256 0.330
35 C -4.487 -0.091 0.500
36 C -5.138 0.842 -0.369
37 N -5.593 1.621 -1.090
38 C -5.161 -0.750 1.580
39 N -5.706 -1.283 2.446
40 I -0.577 -2.031 2.525
41 C 6.293 0.317 -0.383
42 C 6.094 -0.664 0.576
43 C 4.887 -0.737 1.270
44 C 3.849 0.162 1.007
45 C 4.080 1.161 0.051
46 C 5.284 1.242 -0.637
47 Ge 2.214 0.180 2.111
48 C 2.571 -1.132 3.503
49 C 2.792 -2.476 3.181
50 C 3.095 -3.406 4.164
51 C 3.170 -3.008 5.496
52 C 2.953 -1.681 5.831
53 C 2.657 -0.746 4.839
54 C 2.241 1.923 2.966
55 C 1.252 2.241 3.897
56 C 1.285 3.436 4.599
57 C 2.319 4.339 4.379
58 C 3.320 4.030 3.470
59 C 3.285 2.827 2.767
60 H 7.232 0.371 -0.923
61 H 6.882 -1.375 0.794
62 H 4.769 -1.497 2.030
63 H 3.322 1.913 -0.139
64 H 5.438 2.027 -1.367
65 H 2.714 -2.809 2.151
66 H 3.260 -4.442 3.896
67 H 3.391 -3.735 6.269
68 H 3.012 -1.366 6.866
69 H 2.495 0.289 5.120
70 H 0.456 1.540 4.081
71 H 0.505 3.664 5.318
72 H 2.346 5.277 4.920
73 H 4.137 4.723 3.307
74 H 4.087 2.603 2.076
75 C -3.071 -2.957 -4.283
76 N -2.553 -3.314 -2.963
77 C -3.477 -3.003 -1.879
78 C -1.241 -3.582 -2.737
79 S -0.495 -3.285 -1.261
80 N -0.567 -4.104 -3.819
81 C 0.885 -4.128 -3.823
82 C -1.156 -5.199 -4.594
83 H -3.576 -1.992 -4.205
84 H -3.795 -3.687 -4.652
85 H -2.261 -2.863 -4.998
86 H -4.441 -3.466 -2.096
87 H -3.622 -1.924 -1.798
88 H -3.090 -3.377 -0.938
89 H 1.277 -3.218 -3.382
90 H 1.218 -4.206 -4.861
91 H 1.277 -4.978 -3.255
92 H -2.169 -5.401 -4.266
93 H -0.565 -6.104 -4.434
94 H -1.166 -4.981 -5.663

Computed properties:
Net charge: 0
Spin multiplicity: 5
Frontier orbital gap (spin up / spin down) in eV: 6.7 / 5.6
ΔE to the lowest compared entry with this formula, charge and spin in kcal per mole: 46.92
Molecular weight in g mol⁻¹: 1121.365
⟨S²⟩: 6.073
E_HOMO (spin up / spin down) in eV: -8.1 / -8.0

Record 7
A cluster of 2 separate species, C4H12 in total, computed with ωB97M-V/def2-TZVPD.

Positions of all 16 atoms, in Å:
1 C -1.653 0.685 -1.567
2 C -2.337 -0.495 -0.903
3 H -2.348 1.530 -1.532
4 H -0.666 0.921 -1.174
5 H -1.489 0.573 -2.643
6 H -3.104 -0.866 -1.583
7 H -2.786 -0.317 0.074
8 H -1.632 -1.292 -0.659
9 C 1.279 -0.169 1.604
10 C 2.646 -0.048 0.923
11 H 0.947 -1.200 1.542
12 H 1.432 0.099 2.648
13 H 0.615 0.544 1.123
14 H 3.291 -0.898 1.135
15 H 2.618 0.064 -0.166
16 H 3.188 0.870 1.177

Computed properties:
Net charge: 0
SMILES string: CC.CC
Frontier orbital gap in eV: 12.7
ΔE to the lowest compared entry with this formula, charge and spin in kcal per mole: 6.27
Molecular weight in g mol⁻¹: 60.140
E_HOMO in eV: -11.5

Record 8
A structure of composition C4H4CaO2, computed with ωB97M-V/def2-TZVPD.

Positions of all 11 atoms, in Å:
1 H -2.340 0.569 1.728
2 O 2.003 -0.133 -0.696
3 C 0.699 -0.695 -0.364
4 C -0.026 0.413 0.408
5 C -1.153 0.090 1.215
6 C -1.893 0.726 0.305
7 O -2.719 0.642 -0.664
8 Ca 1.789 1.699 0.288
9 H 2.590 -0.745 -1.147
10 H 0.859 -1.606 0.232
11 H 0.191 -0.960 -1.306

Computed properties:
Net charge: 0
Frontier orbital gap (spin up / spin down) in eV: 4.1 / 4.1
ΔE to the lowest compared entry with this formula, charge and spin in kcal per mole: 0.00
Molecular weight in g mol⁻¹: 124.152
E_HOMO (spin up / spin down) in eV: -5.1 / -5.1

- What is the molecular weight in the third record?
  205.734 g mol⁻¹